{"formula": "C2HFIN", "method": "the ωB97M-V functional and the def2-TZVPD basis", "mol_weight_g_mol": 184.94, "spin_multiplicity": 1, "homo_lumo_gap_ev": 8.789, "e_homo_ev": -9.59, "relative_energy_kcal_mol": 65.9, "largest_force_ev_per_a": 2.365, "elements": ["C", "C", "N", "F", "I", "H"], "coordinates": [[-1.866, 0.079, 0.834], [1.170, 0.090, -1.017], [-1.311, 0.726, 1.584], [1.372, -0.594, 0.083], [2.989, 0.388, -1.861], [-2.353, -0.688, 0.378]], "atomic_forces_ev_per_a": [[0.55, 0.42, 0.98], [-1.18, -0.48, 0.91], [0.61, 1.05, 0.51], [-0.19, 0.15, -0.19], [1.37, 0.31, -0.73], [-1.15, -1.44, -1.48]]}

{"formula": "C13H12N6", "method": "the ωB97M-V functional and the def2-TZVPD basis", "mol_weight_g_mol": 252.28, "spin_multiplicity": 1, "smiles": "Cc1ccc([C@H]2C(C#N)=C(N)Nc3ncnn32)cc1", "homo_lumo_gap_ev": 9.005, "e_homo_ev": -8.52, "largest_force_ev_per_a": 2.608, "elements": ["C", "C", "C", "C", "C", "C", "C", "C", "N", "C", "N", "N", "C", "N", "C", "N", "N", "C", "C", "H", "H", "H", "H", "H", "H", "H", "H", "H", "H", "H", "H"], "coordinates": [[-1.343, 3.275, 2.949], [-0.829, 2.095, 2.172], [-0.105, 1.069, 2.830], [0.297, -0.056, 2.129], [0.028, -0.156, 0.773], [0.645, -1.301, 0.005], [-0.470, -1.979, -0.791], [-1.497, -2.623, -0.065], [-2.380, -3.074, 0.554], [-0.461, -1.836, -2.164], [-1.450, -2.318, -2.980], [0.589, -1.223, -2.859], [1.647, -0.678, -2.180], [2.635, -0.060, -2.712], [3.451, 0.213, -1.607], [2.991, -0.291, -0.472], [1.759, -0.795, -0.832], [-0.704, 0.826, 0.111], [-1.143, 1.946, 0.820], [-1.362, 3.034, 4.026], [-0.714, 4.130, 2.845], [-2.352, 3.564, 2.640], [0.122, 1.216, 3.908], [0.827, -0.866, 2.601], [1.060, -2.016, 0.732], [-1.186, -2.644, -3.907], [-2.191, -2.793, -2.528], [0.400, -0.771, -3.756], [4.435, 0.675, -1.603], [-0.927, 0.741, -0.960], [-1.773, 2.696, 0.322]], "atomic_forces_ev_per_a": [[-0.37, -0.66, 0.67], [0.01, -0.74, 0.27], [-0.42, 0.95, 0.24], [-0.18, 0.53, -0.09], [0.40, 0.27, 0.03], [0.02, 0.14, 1.08], [1.75, 0.61, -1.83], [-1.43, -0.48, 0.71], [1.46, 0.55, -1.04], [-0.13, -0.62, 0.41], [0.75, 0.66, -0.68], [-1.00, 0.00, -0.14], [-0.41, -0.32, 1.60], [2.01, 1.21, 0.09], [-1.00, -1.45, 0.31], [-0.80, 0.69, -0.12], [-0.35, -0.82, -1.62], [-0.01, 0.40, 0.20], [-0.05, -0.22, -0.17], [-0.11, 0.11, -0.40], [0.54, 0.71, -0.21], [0.11, -0.10, 0.01], [-0.17, -0.33, -0.86], [0.20, -0.04, 0.24], [0.00, 0.15, -0.26], [-0.17, 0.11, 0.54], [-0.64, -0.52, 0.26], [-0.07, -0.43, 0.50], [-0.39, -0.05, -0.40], [0.08, -0.04, 0.44], [0.38, -0.28, 0.22]]}

{"formula": "C8H12N4O", "method": "the ωB97M-V functional and the def2-TZVPD basis", "mol_weight_g_mol": 180.21, "spin_multiplicity": 1, "smiles": "NN/C(Cc1ccccc1)=N\\NO", "homo_lumo_gap_ev": 8.907, "e_homo_ev": -8.16, "relative_energy_kcal_mol": 69.3, "largest_force_ev_per_a": 3.988, "elements": ["N", "N", "C", "C", "C", "C", "C", "C", "C", "C", "N", "N", "O", "H", "H", "H", "H", "H", "H", "H", "H", "H", "H", "H", "H"], "coordinates": [[-0.775, 2.376, -1.010], [-1.677, 1.392, -0.656], [-1.447, 0.428, 0.275], [-0.264, 0.408, 1.235], [0.978, -0.093, 0.570], [0.989, -1.346, -0.046], [2.151, -1.844, -0.647], [3.328, -1.091, -0.732], [3.300, 0.146, -0.040], [2.190, 0.664, 0.589], [-2.258, -0.624, 0.367], [-3.432, -0.565, -0.404], [-4.138, -1.765, -0.185], [0.197, 2.040, -0.835], [-0.922, 3.107, -0.327], [-2.168, 1.018, -1.457], [-0.139, 1.434, 1.596], [-0.410, -0.285, 2.087], [0.028, -1.871, -0.182], [2.017, -2.815, -1.135], [4.298, -1.421, -1.066], [4.276, 0.682, 0.120], [2.246, 1.539, 1.173], [-3.947, 0.275, -0.003], [-4.421, -1.788, 0.712]], "atomic_forces_ev_per_a": [[1.73, 0.45, 0.83], [-0.91, -0.68, -0.28], [-1.60, -3.55, 0.85], [-0.37, 0.20, -0.24], [1.63, 0.42, -0.57], [-0.22, 0.61, -0.45], [-0.18, -0.20, -0.86], [-1.06, 0.87, 1.92], [1.95, 0.06, -0.04], [-1.43, -2.20, -0.50], [1.45, 1.80, 0.80], [0.20, 1.19, 0.24], [0.14, 0.57, -1.63], [-0.77, 0.25, -0.45], [0.18, 0.52, -0.19], [-0.21, 0.02, -0.02], [0.23, -0.15, 0.22], [-0.68, 0.65, -0.50], [0.66, 0.07, 0.39], [0.50, 0.26, 0.14], [-0.20, -0.36, -0.45], [-1.07, -0.45, -0.49], [0.07, 1.05, 0.43], [0.12, -1.43, -0.69], [-0.17, 0.03, 1.54]]}

{"formula": "C3H2BrF2O2", "method": "the ωB97M-V functional and the def2-TZVPD basis", "mol_weight_g_mol": 187.95, "spin_multiplicity": 1, "smiles": "O=C([O-])[C@@H](Br)C(F)F", "homo_lumo_gap_ev": 8.018, "e_homo_ev": -4.73, "relative_energy_kcal_mol": 0.0, "total_charge": -1, "largest_force_ev_per_a": 4.969, "elements": ["O", "C", "O", "C", "Br", "C", "F", "F", "H", "H"], "coordinates": [[0.258, 1.727, 1.250], [0.245, 1.454, 0.044], [-0.227, 2.052, -0.918], [0.612, 0.008, -0.257], [2.218, -0.884, 0.317], [-0.665, -0.879, 0.199], [-1.768, -0.374, -0.322], [-0.544, -2.190, -0.240], [0.596, -0.057, -1.448], [-0.725, -0.857, 1.375]], "atomic_forces_ev_per_a": [[0.33, 0.59, 0.92], [-0.28, -0.30, 1.25], [0.00, 0.77, -1.00], [-2.17, -2.25, -3.87], [0.14, 0.26, 0.38], [2.82, 0.60, 2.25], [-0.90, 0.12, -0.44], [-0.19, 0.59, 0.20], [0.25, -0.15, 2.52], [0.00, -0.24, -2.22]]}

{"formula": "CBrN3O", "method": "the ωB97M-V functional and the def2-TZVPD basis", "mol_weight_g_mol": 149.94, "spin_multiplicity": 1, "smiles": "[O-][N+]#CBr.N#N", "homo_lumo_gap_ev": 9.551, "e_homo_ev": -9.82, "relative_energy_kcal_mol": 2.0, "largest_force_ev_per_a": 2.308, "elements": ["O", "N", "C", "Br", "N", "N"], "coordinates": [[-0.104, 2.891, -0.283], [-0.547, 1.810, -0.207], [-0.674, 0.682, 0.057], [-1.870, -0.644, 0.038], [1.827, -2.165, 0.651], [1.368, -2.575, -0.256]], "atomic_forces_ev_per_a": [[0.28, 2.21, -0.60], [0.78, -0.94, 0.78], [-0.62, -0.51, -0.23], [-0.44, -0.76, 0.04], [-0.46, -0.41, -0.91], [0.47, 0.41, 0.91]]}

{"formula": "C29H38Cl7N3OSeSi3V", "method": "the ωB97M-V functional and the def2-TZVPD basis", "mol_weight_g_mol": 906.98, "spin_multiplicity": 2, "homo_lumo_gap_ev": [6.400, 7.073], "e_homo_ev": [-13.59, -13.66], "relative_energy_kcal_mol": 7.5, "s_squared": 0.78, "total_charge": 2, "largest_force_ev_per_a": 1.315, "elements": ["V", "Cl", "C", "C", "Cl", "C", "Cl", "C", "O", "C", "Cl", "C", "Cl", "C", "Si", "C", "C", "C", "Si", "C", "C", "C", "Si", "C", "C", "C", "C", "C", "C", "C", "N", "H", "H", "H", "H", "H", "H", "H", "H", "H", "H", "H", "H", "H", "H", "H", "H", "H", "H", "H", "H", "H", "H", "H", "H", "H", "H", "H", "H", "C", "N", "C", "Se", "N", "C", "C", "C", "C", "C", "C", "H", "H", "H", "H", "H", "H", "H", "H", "Cl", "C", "Cl", "H", "H"], "coordinates": [[-0.100, 0.100, 0.134], [3.747, 0.246, 6.319], [3.084, 0.193, 4.748], [1.703, 0.340, 4.577], [0.670, 0.602, 5.910], [1.182, 0.270, 3.291], [-0.498, 0.564, 3.007], [2.005, 0.052, 2.195], [1.440, -0.030, 0.945], [3.391, -0.044, 2.350], [4.418, -0.237, 0.999], [3.921, 0.016, 3.641], [5.605, -0.143, 3.860], [2.609, -2.017, -1.397], [1.861, -0.546, -2.284], [2.088, -0.905, -4.105], [2.815, 1.019, -1.916], [-0.038, -0.291, -1.816], [-1.104, -1.762, -2.557], [-2.781, -1.963, -1.751], [-0.252, -3.424, -2.531], [-1.435, -1.454, -4.381], [-0.640, 1.309, -2.696], [-2.490, 1.555, -2.880], [0.143, 1.757, -4.328], [-0.085, 2.621, -1.451], [0.067, 3.976, -1.713], [0.492, 4.838, -0.718], [0.762, 4.326, 0.542], [0.587, 2.975, 0.753], [0.177, 2.145, -0.216], [3.692, -1.902, -1.402], [2.378, -2.939, -1.929], [2.296, -2.116, -0.361], [3.171, -0.909, -4.256], [1.675, -0.175, -4.795], [1.728, -1.888, -4.395], [3.873, 0.828, -2.101], [2.730, 1.367, -0.891], [2.528, 1.841, -2.573], [-2.718, -2.284, -0.711], [-3.279, -2.752, -2.320], [-3.417, -1.083, -1.807], [0.250, -3.655, -1.602], [0.480, -3.524, -3.328], [-1.019, -4.180, -2.714], [-2.145, -0.661, -4.598], [-1.885, -2.376, -4.755], [-0.541, -1.283, -4.977], [-3.042, 0.697, -3.250], [-2.607, 2.347, -3.623], [-2.985, 1.902, -1.976], [-0.152, 1.073, -5.119], [1.228, 1.829, -4.323], [-0.255, 2.737, -4.601], [-0.140, 4.352, -2.705], [0.615, 5.894, -0.919], [1.104, 4.954, 1.351], [0.790, 2.525, 1.717], [-2.356, -4.858, 0.012], [-0.910, -4.881, 0.162], [-0.129, -3.925, 0.677], [-0.691, -2.296, 1.431], [1.142, -4.357, 0.655], [1.202, -5.618, 0.076], [2.264, -6.473, -0.192], [1.938, -7.676, -0.784], [0.610, -8.020, -1.088], [-0.442, -7.170, -0.816], [-0.111, -5.954, -0.229], [-2.745, -4.003, 0.558], [-2.762, -5.776, 0.430], [-2.613, -4.780, -1.043], [1.909, -3.815, 1.014], [3.285, -6.215, 0.048], [2.726, -8.379, -1.012], [0.413, -8.980, -1.543], [-1.462, -7.440, -1.050], [-2.467, 0.544, 0.245], [-3.491, -0.230, 1.633], [-3.783, 0.891, 2.894], [-2.913, -1.099, 1.930], [-4.392, -0.472, 1.078]], "atomic_forces_ev_per_a": [[0.54, -1.16, -0.32], [0.00, 0.01, 0.00], [-0.08, 0.01, 0.07], [0.13, -0.04, -0.12], [-0.01, 0.01, 0.01], [0.16, 0.05, 0.16], [0.00, 0.01, -0.08], [-0.22, -0.02, -0.99], [0.47, 0.43, 0.54], [-0.28, -0.06, 0.39], [-0.13, -0.02, -0.10], [-0.07, -0.03, -0.13], [0.04, 0.02, 0.05], [-0.12, 0.00, -0.04], [0.00, 0.06, -0.05], [-0.04, -0.02, -0.02], [-0.04, 0.08, -0.01], [-0.14, -0.07, 0.35], [0.08, 0.24, -0.14], [0.00, -0.08, 0.04], [0.09, 0.09, 0.06], [0.04, 0.05, 0.05], [0.02, 0.20, -0.02], [0.03, 0.02, -0.01], [-0.06, -0.02, 0.01], [0.02, 0.13, -0.02], [-0.02, -0.09, -0.09], [0.00, 0.06, 0.03], [0.00, -0.11, 0.05], [0.11, -0.01, 0.17], [-0.17, -0.06, 0.00], [0.11, 0.03, -0.01], [-0.02, -0.04, 0.01], [-0.04, 0.08, 0.10], [0.06, -0.03, 0.00], [0.02, -0.04, 0.05], [-0.05, -0.13, -0.01], [0.07, -0.06, -0.04], [-0.01, 0.00, 0.14], [-0.03, 0.02, -0.02], [-0.01, 0.09, -0.07], [-0.07, -0.05, -0.01], [0.00, 0.08, -0.07], [0.08, -0.02, -0.01], [0.07, 0.06, -0.13], [-0.02, -0.06, 0.00], [-0.04, 0.10, -0.02], [-0.03, -0.07, 0.01], [0.09, 0.00, 0.03], [-0.01, -0.10, -0.04], [-0.03, 0.04, -0.04], [0.04, 0.04, 0.04], [-0.05, -0.06, -0.09], [-0.02, 0.04, 0.06], [-0.03, 0.07, 0.00], [-0.01, 0.01, -0.03], [0.00, 0.00, -0.01], [0.00, 0.02, 0.01], [0.02, 0.11, -0.01], [0.09, -0.03, 0.10], [0.13, -0.11, 0.18], [-0.11, 0.20, 0.14], [0.20, 0.05, -0.16], [-0.28, 0.08, -0.06], [0.06, -0.11, 0.02], [-0.12, 0.01, -0.02], [-0.01, -0.02, 0.01], [0.09, 0.00, 0.02], [0.08, 0.06, 0.00], [-0.01, -0.08, -0.03], [-0.03, -0.09, -0.02], [-0.04, 0.00, 0.00], [-0.04, -0.03, 0.03], [0.05, -0.01, 0.02], [0.03, 0.01, 0.01], [0.01, -0.03, -0.01], [-0.02, -0.03, -0.02], [-0.04, -0.01, -0.01], [-0.49, 0.26, 0.46], [0.15, -0.02, -0.70], [-0.01, 0.11, 0.12], [-0.08, 0.03, 0.09], [-0.04, -0.05, 0.16]]}